{"formula": "C11H7IN2", "method": "ωB97M-V with the def2-TZVPD basis set", "e_above_lowest_kcal_mol": 71.9, "homo_ev": [-8.9, -8.9], "total_energy_ha": -830.39903, "charge": 0, "spin_multiplicity": 1, "homo_lumo_gap_ha": [0.28716, 0.27394], "elements": ["C", "C", "C", "C", "C", "C", "C", "C", "C", "C", "C", "N", "N", "I", "H", "H", "H", "H", "H", "H", "H"], "coordinates": [[1.122, 3.233, -1.579], [1.277, -1.921, 1.389], [0.090, -2.689, 1.547], [1.223, -0.692, 0.803], [-1.156, -2.147, 1.306], [-1.223, 1.304, -1.000], [-2.396, 0.527, -0.707], [0.030, -0.392, 0.119], [-0.039, 0.745, -0.688], [-1.219, -1.057, 0.438], [1.862, 2.245, -1.057], [0.244, 3.933, -1.885], [-2.380, -0.613, -0.113], [2.964, 1.023, -2.327], [2.242, -2.066, 1.725], [0.108, -3.635, 2.076], [2.130, -0.044, 0.720], [-1.982, -2.704, 1.611], [-1.553, 2.200, -1.441], [-3.387, 0.723, -0.957], [2.042, 2.025, 0.022]], "nbo_charge": [0.159, -0.218, -0.184, -0.168, -0.195, -0.375, 0.075, -0.206, 0.243, 0.160, -0.461, -0.267, -0.400, 0.226, 0.219, 0.217, 0.211, 0.227, 0.260, 0.204, 0.273]}